{"formula": "C26H28CdCl3N13O3PS3", "method": "ωB97M-V/def2-TZVPD", "total_charge": 1, "e_above_lowest_ev": 0.0534, "lumo_energy_ha": -0.0951, "gap_ev": 8.1717, "species": ["Cd", "N", "C", "N", "C", "C", "S", "C", "C", "S", "C", "N", "N", "H", "H", "H", "H", "H", "H", "Cl", "C", "Cl", "Cl", "C", "N", "C", "N", "C", "N", "C", "N", "C", "P", "C", "C", "H", "H", "H", "H", "H", "H", "H", "H", "H", "H", "H", "H", "N", "C", "C", "N", "C", "H", "H", "H", "H", "O", "S", "O", "O", "C", "N", "C", "C", "C", "N", "C", "C", "C", "N", "C", "C", "H", "H", "H", "H", "H", "H"], "positions_angstrom": [[-0.07600, 0.89012, 0.40475], [1.38192, 2.91119, 3.25236], [0.80221, 3.62966, 2.24881], [0.37624, 3.08613, 1.13850], [-0.18650, 4.03454, 0.29265], [-0.22273, 5.28666, 0.79467], [0.51266, 5.32450, 2.35742], [-0.60118, 3.59274, -1.04142], [-0.54750, 4.32512, -2.17209], [-0.95019, 3.35460, -3.53960], [-1.16880, 1.99565, -2.49508], [-0.97032, 2.26433, -1.21708], [-1.53545, 0.80010, -2.98774], [1.83123, 2.04965, 2.96815], [1.86291, 3.42478, 3.97255], [-0.63525, 6.17558, 0.34901], [-0.23510, 5.34953, -2.28265], [-1.18363, 0.55456, -3.92678], [-1.56199, 0.03912, -2.32548], [4.98697, -2.34030, 2.09434], [4.50725, -1.06523, 0.97307], [5.81962, 0.09389, 0.75129], [4.01479, -1.74965, -0.57791], [3.36099, -0.35246, 1.55914], [2.47071, 0.20820, 2.01451], [-1.53921, 0.24082, 5.56068], [-2.51433, 0.98427, 4.76332], [-3.65486, 0.11409, 4.48060], [-3.28117, -1.14051, 3.82798], [-2.28933, -1.82771, 4.65511], [-1.10839, -1.01362, 4.94155], [-0.30681, -0.78493, 3.74733], [-1.28299, 0.13195, 2.47260], [-1.91894, 1.50557, 3.53836], [-2.79953, -0.93472, 2.46945], [-1.99879, 0.00170, 6.52050], [-0.66684, 0.87128, 5.74140], [-4.37078, 0.64836, 3.85413], [-4.13850, -0.12989, 5.42715], [-1.98093, -2.74887, 4.15828], [-2.76092, -2.08533, 5.60416], [0.01235, -1.73612, 3.31717], [0.58703, -0.21217, 4.00031], [-2.65967, 2.08380, 2.98018], [-1.09173, 2.17238, 3.78509], [-2.54613, -1.89768, 2.02633], [-3.57911, -0.46331, 1.86677], [2.40153, 0.57387, -3.03871], [3.11782, 1.50420, -2.34014], [2.60751, 1.51502, -1.07937], [1.57969, 0.59031, -1.00256], [1.49378, 0.05391, -2.21388], [2.42737, 0.34859, -4.06730], [3.90812, 2.07657, -2.79197], [2.88084, 2.13171, -0.23978], [0.77529, -0.67450, -2.54984], [-0.07911, 0.58240, -5.28244], [0.82864, -0.26021, -6.05891], [2.21825, -0.12603, -5.58515], [0.65357, -0.23413, -7.47432], [0.47552, -1.94282, -5.47996], [0.72524, -2.97372, -6.27215], [0.61706, -4.17540, -5.71700], [0.30650, -4.36641, -4.37285], [0.04760, -3.22004, -3.65057], [0.10407, -2.01033, -4.21050], [-0.24893, -3.10234, -2.19608], [-1.41150, -2.44164, -1.80946], [-1.52878, -2.01652, -0.50289], [-0.57696, -2.18983, 0.42427], [0.49427, -2.89238, 0.06057], [0.69699, -3.38124, -1.22477], [0.80496, -5.02346, -6.36553], [0.26086, -5.35288, -3.93440], [-2.18667, -2.22587, -2.53337], [-2.42146, -1.48323, -0.18740], [1.24994, -3.04623, 0.82344], [1.61464, -3.89972, -1.47081]], "lowdin_charge": [1.237, 0.101, -0.719, -0.018, -0.351, -0.327, 1.094, -0.369, -0.330, 1.125, -0.689, -0.032, 0.123, 0.035, 0.103, 0.087, 0.085, 0.051, 0.053, 0.655, -1.615, 0.658, 0.669, -0.373, 0.183, -0.175, -0.145, -0.176, -0.144, -0.173, -0.144, -0.329, 0.916, -0.321, -0.324, 0.133, 0.130, 0.132, 0.134, 0.133, 0.134, 0.084, 0.069, 0.098, 0.067, 0.070, 0.097, 0.116, -0.064, -0.192, -0.099, -0.224, 0.089, 0.126, 0.091, 0.089, -0.375, 0.489, -0.341, -0.275, -0.337, 0.145, -0.079, 0.026, -0.229, 0.144, -0.157, -0.019, -0.182, 0.011, -0.141, -0.002, 0.121, 0.119, 0.130, 0.095, 0.104, 0.120]}